[1]
Formula: C3H3NO2
Source: OMol25
Level of theory: ωB97M-V/def2-TZVPD

XYZ file:
```
9
Properties=species:S:1:pos:R:3:nbo_charge:R:1
C 0.8037 0.3753 -0.5666 -0.16
C 0.1399 0.0231 -1.6719 0.07
C -0.5849 -0.3330 1.6166 0.57
N -0.4380 0.3140 0.1925 -0.18
O -1.0679 -0.2189 -0.9952 -0.33
O -1.3681 -0.9864 2.3016 -0.50
H 1.6105 0.8894 -0.2473 0.21
H 0.4631 -0.2554 -2.6535 0.22
H 0.4417 0.1919 2.0239 0.10
```

Summary:
Energy above the lowest of the compared OMol25 structures with the same formula, charge and spin   539.3 kJ/mol
LUMO   0.80 eV
Calculated total energy   -321.17223 Eh
E_HOMO   -9.571 eV
Molar mass   85.1 g/mol
Total charge   0

***

[2]
Formula: C2HN3O2S
Source: OMol25
Level of theory: ωB97M-V/def2-TZVPD

XYZ file:
```
9
Properties=species:S:1:pos:R:3:nbo_charge:R:1
O 2.3875 0.0360 0.1713 -0.64
C 1.0078 0.0984 -0.1808 0.52
N 0.4032 1.4484 -0.0230 -0.06
N -0.8967 1.2949 -0.0502 -0.16
C -1.6070 0.1019 -0.0947 0.20
S -3.2029 0.0474 0.0657 0.10
O -0.9591 -1.0830 -0.0059 -0.28
N 0.3982 -1.0190 -0.1259 -0.17
H 2.4690 -0.9249 0.2436 0.49
```

Summary:
Energy above the lowest of the compared OMol25 structures with the same formula, charge and spin   387.7 kJ/mol
SMILES   Oc1nnc(=S)on1
LUMO   -2.44 eV
Calculated total energy   -789.58427 Eh
E_HOMO   -9.778 eV
Molar mass   131.1 g/mol
Total charge   0

***

[3]
Formula: C3H11NOS
Source: OMol25
Level of theory: ωB97M-V/def2-TZVPD

XYZ file:
```
17
Properties=species:S:1:pos:R:3:nbo_charge:R:1
C 1.5610 -0.7259 1.2104 -0.41
N 0.7393 -0.6777 -0.0011 -0.65
C 0.4840 0.6556 -0.5222 -0.24
C -0.9269 0.8033 -1.0740 -0.54
S -1.2158 2.1210 -2.2637 -0.03
H 1.1570 -0.1313 2.0282 0.20
H 2.6094 -0.4795 0.9928 0.17
H 1.5527 -1.7652 1.5638 0.21
H 1.1770 -1.2719 -0.6956 0.37
H 0.6006 1.3660 0.2932 0.19
H 1.2161 0.9710 -1.2751 0.19
H -1.2252 -0.1062 -1.5935 0.23
H -1.6610 0.8903 -0.2734 0.22
H -1.0268 3.1865 -1.4734 0.11
O -1.9160 -1.8527 0.7633 -0.96
H -1.9473 -1.7680 1.7259 0.46
H -1.1782 -1.2153 0.5945 0.48
```

Summary:
Energy above the lowest of the compared OMol25 structures with the same formula, charge and spin   57.5 kJ/mol
SMILES   CNCCS.O
LUMO   0.82 eV
Calculated total energy   -649.06011 Eh
E_HOMO   -9.139 eV
Molar mass   109.2 g/mol
Total charge   0

***

[4]
Formula: C6H7NO
Source: OMol25
Level of theory: ωB97M-V/def2-TZVPD

XYZ file:
```
15
Properties=species:S:1:pos:R:3:nbo_charge:R:1
C -1.4702 -0.2086 -0.0291 0.59
C -0.5228 0.8757 -0.5842 -0.16
C -0.3600 -1.0074 -0.8259 -0.19
C 0.8028 -0.6955 0.2975 -0.24
C 0.4182 0.0730 1.5939 -0.44
C 0.7631 0.8300 0.4295 -0.22
H -0.9180 1.7838 -0.7596 0.21
H -0.5746 0.2775 -2.5160 0.36
H -0.1362 -2.0299 -1.2447 0.22
H 1.8625 -1.0401 0.1568 0.24
H -0.5771 0.0638 1.9047 0.23
H 1.3414 -0.0471 2.3231 0.23
H 1.8625 1.4172 0.4403 0.24
N 0.0340 0.0424 -1.7026 -0.58
O -2.5254 -0.3347 0.5164 -0.49
```

Summary:
Energy above the lowest of the compared OMol25 structures with the same formula, charge and spin   473.6 kJ/mol
LUMO   0.82 eV
Calculated total energy   -362.63311 Eh
E_HOMO   -9.543 eV
Molar mass   109.1 g/mol
Total charge   0

***

[5]
Formula: C8H14N6
Source: OMol25
Level of theory: ωB97M-V/def2-TZVPD

XYZ file:
```
28
Properties=species:S:1:pos:R:3:nbo_charge:R:1
C -2.5934 0.7544 -1.6529 -0.72
C -1.5693 0.2942 -0.7065 0.58
N -1.5694 -1.0815 -0.4930 -0.60
C -0.7149 -1.6445 0.4628 0.62
N -0.5313 -2.8820 0.5964 -0.64
C -0.2168 -0.7268 1.5327 -0.51
C 0.5002 0.5455 0.9819 0.54
N 0.6282 1.6204 1.7790 -0.83
N 1.6381 0.3065 0.2381 -0.26
C 2.4927 1.2779 -0.3433 -0.07
C 3.3031 0.6604 -1.1873 -0.26
C 3.0418 -0.7558 -1.0115 0.04
N 2.0827 -0.9194 -0.1947 -0.29
N -0.7718 1.0274 0.0052 -0.53
H -3.1212 -0.0899 -2.1765 0.26
H -2.3263 1.5080 -2.2991 0.29
H -3.4155 1.2652 -1.1285 0.31
H -2.1205 -1.5432 -1.3237 0.48
H 0.0504 -3.5035 1.3042 0.50
H -0.7994 -3.5344 -0.1734 0.45
H 0.4551 -1.2389 2.3109 0.30
H -1.0891 -0.3832 2.0684 0.28
H 0.3587 1.6978 2.8310 0.45
H 1.5105 2.0129 1.7456 0.41
H 2.5889 2.3116 -0.3399 0.26
H 4.1322 0.9538 -1.7553 0.26
H 3.5659 -1.5808 -1.4404 0.24
H -0.9392 1.9678 -0.1642 0.43
```

Summary:
Energy above the lowest of the compared OMol25 structures with the same formula, charge and spin   13.5 kJ/mol
SMILES   CC1=[NH+]C(=[NH2+])C[C@@](N)(n2cccn2)N1
LUMO   -8.13 eV
Calculated total energy   -641.11656 Eh
E_HOMO   -16.530 eV
Molar mass   194.2 g/mol
Total charge   +2